A cluster of 4 separate species, C22H42N4O6 in total. Source: the OMol25 dataset; level of theory: ωB97M-V with the def2-TZVPD basis set.

**SMILES string**: C#C[C@H]1C(=O)N[C@@H](C[C@@H](C)O)[C@@H]1CCCCO.CN(C)C=O.CN(C)C=O.CN(C)C=O
**HOMO-LUMO gap**: 0.3559 Ha
**Energy above the lowest of the compared OMol25 structures with the same formula, charge and spin**: 0.0 kcal/mol

Geometry as ORCA input:
```
! wB97M-V def2-TZVPD RIJCOSX def2/J DEFGRID3
* xyz 0 1
C 4.6135 -3.8884 -0.2619
C 4.9139 -3.1096 -1.1351
C 5.1339 -1.9931 -2.0331
C 6.6393 -1.7367 -2.4234
O 7.5930 -1.8806 -1.7157
N 6.6727 -1.2648 -3.7472
C 5.2735 -0.8493 -4.0371
C 4.9417 -0.3689 -5.4317
C 4.7280 1.1607 -5.5653
C 3.7931 1.7697 -4.5029
O 6.0066 1.7789 -5.5669
C 4.5440 -2.0619 -3.4400
C 3.0502 -2.2267 -3.6463
C 2.1792 -1.3626 -2.7186
C 0.7152 -1.4599 -3.2202
C -0.1572 -0.2865 -2.8047
O 0.1971 0.9069 -3.4784
H 4.6220 -4.6777 0.4404
H 4.9172 -1.0850 -1.4565
H 7.3805 -0.5621 -3.9128
H 5.1197 -0.0804 -3.2634
H 5.7492 -0.6187 -6.1209
H 4.0392 -0.8421 -5.8245
H 4.2460 1.3098 -6.5290
H 3.5365 1.0912 -3.6897
H 4.2966 2.6212 -4.0419
H 2.8533 2.1089 -4.9369
H 6.3193 1.8506 -4.6614
H 5.0354 -2.9432 -3.8727
H 2.7475 -2.0411 -4.6783
H 2.7947 -3.2701 -3.4430
H 2.4924 -0.3238 -2.6508
H 2.2337 -1.7674 -1.7100
H 0.3236 -2.4328 -2.9144
H 0.7406 -1.4605 -4.3147
H -1.1730 -0.5065 -3.1457
H -0.2235 -0.1564 -1.7234
H 1.1253 1.0893 -3.3015
C 1.7622 1.3962 0.1613
O 1.8533 0.3511 -0.4636
N 0.9030 1.6177 1.1662
C 0.8463 2.8858 1.8679
C -0.0022 0.5529 1.5661
H 2.4021 2.2669 -0.0608
H 1.0591 2.7278 2.9270
H -0.1507 3.3166 1.7629
H 1.5783 3.5795 1.4590
H 0.5767 -0.3198 1.8759
H -0.6280 0.2726 0.7188
H -0.6296 0.8861 2.3850
C -3.1435 0.1166 2.7126
O -3.0648 1.2916 2.3984
N -3.6455 -0.3415 3.8694
C -3.7087 -1.7566 4.1763
C -4.1441 0.6119 4.8448
H -2.7949 -0.6898 2.0436
H -4.7481 -2.0460 4.3408
H -3.1301 -1.9619 5.0797
H -3.3016 -2.3426 3.3544
H -4.9474 1.1947 4.4005
H -3.3399 1.2916 5.1358
H -4.5174 0.0886 5.7195
C -8.2033 0.2086 4.6908
O -7.0506 -0.1808 4.6729
N -8.7013 1.0929 5.5740
C -10.0876 1.5177 5.5414
C -7.8178 1.6372 6.5913
H -8.9514 -0.1436 3.9613
H -10.1369 2.5982 5.3936
H -10.5719 1.2625 6.4860
H -10.6166 1.0251 4.7284
H -6.9840 2.1547 6.1149
H -7.4162 0.8265 7.2007
H -8.3635 2.3324 7.2240
*
```


A structure of composition C22H42N6O5Pm. Source: the OMol25 dataset; level of theory: ωB97M-V with the def2-TZVPD basis set.

**HOMO-LUMO gap**: 0.3183 Ha
**Energy above the lowest of the compared OMol25 structures with the same formula, charge and spin**: 34.7 kcal/mol

Geometry as ORCA input:
```
! wB97M-V def2-TZVPD RIJCOSX def2/J DEFGRID3
* xyz 1 5
Pm -1.1429 0.1123 1.1143
O 1.0442 -1.2725 1.4887
C 1.5813 -1.5459 2.7888
C 0.4585 -1.9324 3.7266
N -0.5924 -0.9227 3.7894
C -1.9558 -1.4241 3.9822
C -2.6501 -1.6266 2.6252
O -3.8441 -1.4387 2.4904
O -1.8202 -1.8917 1.6493
C -0.2590 0.3671 4.4223
C -0.4488 1.2485 3.2114
O 0.4960 1.3519 2.3858
O -1.6427 1.5056 2.8476
H 1.7745 -1.0857 0.8749
H 2.2938 -2.3703 2.7243
H 2.1079 -0.6605 3.1582
H 0.0028 -2.8527 3.3652
H 0.8875 -2.1250 4.7184
H -1.9794 -2.3883 4.5003
H -2.5491 -0.7199 4.5600
H -0.9296 0.6275 5.2388
H 0.7751 0.3929 4.7590
N -3.6515 0.8056 0.7929
C -4.0514 2.0559 0.1122
C -3.2706 2.2776 -1.1885
C -2.4238 3.5491 -1.1699
C -1.3685 3.5856 -0.0768
N -0.4285 2.4437 -0.1848
H -4.1598 0.0123 0.4085
H -3.9602 0.8278 1.7625
H -3.8621 2.8710 0.8111
H -5.1255 2.0578 -0.0802
H -3.9501 2.3148 -2.0407
H -2.6184 1.4144 -1.3610
H -3.0718 4.4195 -1.0378
H -1.9382 3.6771 -2.1427
H -1.8244 3.5316 0.9136
H -0.8352 4.5378 -0.1278
H 0.3092 2.6029 0.4984
H 0.0175 2.4788 -1.0973
N 2.6151 0.7349 0.0606
C 3.9865 1.0959 0.2083
C 4.6096 0.9597 1.4226
C 5.9522 1.2784 1.5569
C 6.6849 1.7268 0.4649
C 6.0628 1.8550 -0.7457
C 4.7138 1.5453 -0.8846
H 2.2033 1.1182 -0.7775
H 2.0522 0.9523 0.8712
H 4.0403 0.6113 2.2779
H 6.4320 1.1722 2.5214
H 7.7320 1.9758 0.5706
H 6.6214 2.2049 -1.6048
H 4.2257 1.6530 -1.8475
C 1.6383 -1.4584 -3.6328
C 0.2559 -0.8831 -3.9214
N -0.8483 -1.6309 -3.3216
C -1.4428 -2.7161 -4.1125
C -0.8377 -4.0841 -3.8327
C -1.2349 -1.3816 -2.0566
C -2.4754 -2.0648 -1.5534
N -0.6129 -0.5564 -1.2543
H 2.4097 -0.7960 -4.0275
H 1.7682 -2.4326 -4.1010
H 1.8076 -1.5778 -2.5608
H 0.0716 -0.8486 -4.9945
H 0.1924 0.1525 -3.5782
H -1.3009 -2.4522 -5.1600
H -2.5183 -2.7302 -3.9455
H 0.2181 -4.1156 -4.0984
H -1.3534 -4.8447 -4.4190
H -0.9256 -4.3541 -2.7798
H -3.3461 -1.7257 -2.1172
H -2.6109 -1.8673 -0.4927
H -2.4072 -3.1459 -1.6635
H 0.2261 -0.1824 -1.6833
*
```


A structure of composition C22H42NOP3ReS. Source: the OMol25 dataset; level of theory: ωB97M-V with the def2-TZVPD basis set.

**HOMO-LUMO gap (alpha / beta)**: 0.2269 / 0.1630 Ha

Geometry as ORCA input:
```
! wB97M-V def2-TZVPD RIJCOSX def2/J DEFGRID3
* xyz 4 4
Re -0.2283 -0.2004 0.2390
P -1.4919 -0.3963 2.0647
P -2.0049 0.8882 -0.9274
P 1.7412 -0.8069 1.5101
H 3.7931 5.2255 -4.7633
C 4.4492 4.3809 -4.4975
C 4.3163 3.1686 -5.0440
H 3.5489 2.9245 -5.7807
C -1.4040 1.0833 3.1750
C -3.3266 -0.5901 1.9896
C -1.1511 -1.7030 3.3256
C -1.5824 1.3929 -2.6415
C -3.6044 0.0793 -1.2763
C -2.4948 2.4741 -0.1375
C 3.2796 -0.8442 0.5094
C 1.9565 -2.4418 2.3305
C 2.1329 0.3926 2.8548
H 5.3728 4.6343 -3.9360
H 5.0940 2.4265 -4.8483
H -2.1095 0.9283 4.0039
H -1.6866 1.9825 2.6099
H -0.3821 1.1966 3.5672
H -3.7048 -0.6331 3.0233
H -3.5934 -1.5235 1.4657
H -3.7942 0.2707 1.4890
H -0.8348 -1.2287 4.2665
H -0.3636 -2.3997 3.0112
H -2.0645 -2.2852 3.5232
H -2.4886 1.7494 -3.1522
H -1.1915 0.5187 -3.1809
H -0.8265 2.1891 -2.6517
H -4.3931 0.8496 -1.2861
H -3.8497 -0.6842 -0.5328
H -3.5349 -0.3882 -2.2703
H -3.0790 3.0445 -0.8732
H -1.5985 3.0445 0.1446
H -3.1022 2.2939 0.7601
H 4.0528 -1.3641 1.0896
H 3.6213 0.1685 0.2510
H 3.0836 -1.4066 -0.4155
H 3.0246 -2.6965 2.3090
H 1.4081 -3.2107 1.7688
H 1.6229 -2.4154 3.3770
H 3.2136 0.3539 3.0480
H 1.5895 0.1512 3.7803
H 1.8621 1.4098 2.5403
C 1.6932 1.2795 -1.8451
C 1.6610 2.5897 -1.2784
C 2.8605 3.3200 -1.2656
C 3.9566 2.7888 -1.9454
C 3.8335 1.6678 -2.7817
C 2.6544 0.9422 -2.8397
O 0.9164 0.3249 -1.4158
H 0.2684 1.3259 0.7308
H 0.7942 2.8565 -0.6788
H 2.8817 4.2992 -0.7766
H 4.9291 3.3134 -1.9253
H 4.5787 1.3959 -3.5268
H 2.5151 0.0717 -3.4686
S -0.5922 -2.3300 -0.7971
C -1.8372 -3.2708 -0.0521
N -1.4641 -4.1296 0.9620
C -2.3864 -4.8296 1.6974
C -3.7243 -4.7949 1.3359
C -4.1250 -3.9843 0.2584
C -3.1771 -3.2445 -0.4607
H -0.4691 -4.1855 1.2031
H -1.9920 -5.3979 2.5425
H -4.4511 -5.3914 1.9053
H -5.1868 -3.9316 -0.0168
H -3.4148 -2.6889 -1.3732
*
```


no.,largest force on an atom (Eh/bohr),electronic energy (Eh)
1,0.0261,-1533.8605
2,0.0424,-2176.5876
3,0.0971,-2492.4066